(1)
Computed, not measured: a structure of composition C29H56N2O9S at a distorted geometry, with ωB97M-V/def2-TZVPD.

```
97
Properties=species:S:1:pos:R:3:forces:R:3
S -11.9941 29.5348 18.0029 1.9 -4.1 -1.6
O -15.6999 35.5162 17.8034 1.9 0.3 1.1
O -11.5647 29.8565 19.3702 10.6 -10.9 -7.5
O -13.3603 29.8159 17.5333 4.8 -7.6 4.6
O -8.3343 32.7731 21.0259 2.3 -0.7 -1.1
O -14.7974 31.6746 20.2917 2.7 -0.8 1.5
O -15.2368 31.9937 15.1141 0.7 0.7 0.4
O -9.2753 32.2121 16.1790 7.7 -4.1 -3.8
O -12.2353 35.3754 21.3345 3.6 0.6 -0.1
O -10.7676 35.1954 16.1653 -2.9 6.2 0.7
N -12.4704 33.6647 18.8342 -1.6 0.7 3.3
N -9.8118 36.4158 13.4581 1.4 -3.0 2.0
C -12.9071 36.0065 15.4540 2.2 2.7 -0.1
C -7.2744 32.8207 18.8928 0.6 1.4 1.7
C -7.4684 31.6440 14.8178 0.7 -0.9 -0.1
C -7.7692 33.4588 20.1911 -0.6 -1.0 1.0
C -10.3393 33.9170 21.6648 -1.4 1.2 0.8
C -14.9967 33.8186 19.2290 0.4 0.4 -0.4
C -10.1893 27.6565 17.3349 -0.4 0.9 0.4
C -11.0968 35.0450 20.9471 -2.1 0.7 0.9
C -14.7979 35.1296 18.5719 -1.5 0.7 -1.8
C -13.5993 31.9132 20.5908 -2.9 -0.9 -0.1
C -14.3840 32.5192 15.8239 -0.2 -1.9 0.0
C -10.7371 30.0858 16.7866 -1.6 -1.0 -0.1
C -13.5925 31.6528 16.7988 -2.7 4.4 -2.1
C -11.4592 36.1605 15.8606 -0.6 1.6 -0.2
C -13.5370 35.9587 18.8825 -0.8 1.4 0.0
C -7.6556 30.7257 17.1592 0.6 -1.3 0.6
C -13.2440 33.0585 21.5185 -1.0 -1.2 -0.5
C -11.6974 33.4500 18.0712 4.0 -0.9 -4.3
C -9.0500 34.4585 15.0961 1.4 1.0 -2.0
C -12.5152 31.0282 19.9623 -5.9 6.0 4.1
C -10.5103 35.6836 19.6974 0.1 0.8 -0.1
C -9.4644 35.5530 14.1870 -0.5 1.8 -2.8
C -10.0222 28.8083 16.3139 0.3 -0.5 -0.6
C -14.0738 33.9479 15.7533 -1.6 -1.8 0.1
C -11.7031 27.7814 17.7397 1.5 -0.3 -0.1
C -10.6322 33.1556 17.1195 -3.9 -0.6 4.1
C -8.2604 31.5406 16.0819 0.6 1.3 -1.2
C -7.6274 34.9213 20.4443 0.3 0.8 -0.4
C -10.8865 37.6011 15.7812 0.4 -1.2 1.4
H -12.5576 35.6965 18.4823 -1.0 -0.3 -0.3
H -13.6282 34.3521 16.6623 -0.2 -1.6 -0.1
H -11.9772 30.5332 20.7707 -0.9 1.5 1.9
H -6.5442 33.4936 18.4432 -0.4 0.2 -0.6
H -13.4293 34.1922 14.9089 -1.1 -2.3 0.5
H -8.9943 29.1007 16.0994 -0.1 -0.6 0.1
H -6.7259 35.1400 21.0167 0.2 -0.1 -0.2
H -14.1029 30.7116 17.0029 -1.8 3.5 -2.4
H -15.6992 33.9802 20.0465 0.1 -0.3 0.1
H -6.7122 30.8592 14.8346 0.2 0.1 -0.4
H -8.2765 30.5132 18.0295 -0.3 -0.1 -0.3
H -13.5021 35.6067 16.2752 0.6 2.0 -0.5
H -7.6165 35.4546 19.4937 0.4 0.1 0.0
H -9.9487 26.6246 17.0792 -0.2 0.2 -1.0
H -12.9653 30.2201 19.3857 -5.0 3.4 3.0
H -11.1293 36.5028 19.3313 0.0 0.2 0.6
H -15.0286 34.4551 15.6143 0.1 0.4 -0.2
H -10.9155 33.5877 22.5295 -0.3 0.1 -0.2
H -10.5820 37.8171 14.7571 -0.8 0.3 0.1
H -9.4183 27.8444 18.0821 -0.7 0.2 1.0
H -8.1626 32.5929 18.3036 0.5 0.2 0.1
H -14.0645 33.7756 21.4950 0.3 0.1 -0.2
H -9.4166 34.2611 22.1323 -0.1 0.0 -0.6
H -10.4998 32.1030 16.8691 -3.4 2.0 1.9
H -10.4257 28.4485 15.3674 -0.3 0.4 -0.1
H -13.2968 32.7207 22.5535 0.8 -0.2 0.1
H -6.6655 31.9601 19.1698 -0.6 -0.1 0.2
H -13.5310 32.1409 17.7715 -0.2 -0.2 -0.4
H -13.3564 35.9828 19.9571 -0.3 -0.2 -0.2
H -10.7584 33.7899 16.2422 -1.2 -2.1 1.7
H -15.3982 33.0790 18.5362 -0.5 0.3 -0.1
H -9.9106 33.8791 15.4304 2.1 0.1 -2.1
H -6.9728 32.6141 14.7792 0.1 -0.1 0.1
H -8.0854 31.5525 13.9239 -0.1 0.0 0.1
H -10.5180 35.0203 18.8324 0.6 -0.2 0.5
H -9.9483 37.6237 16.3356 0.2 -0.1 0.1
H -13.2432 36.9937 15.1369 -0.3 -0.3 -0.3
H -12.9061 35.2215 14.6978 0.6 2.4 -0.4
H -12.5747 31.5232 16.4308 -0.5 0.2 -0.2
H -7.2913 29.7957 16.7226 0.0 -0.1 0.1
H -10.1977 33.0649 21.0000 -0.2 0.4 0.2
H -13.6583 37.0053 18.6032 -0.6 0.1 -0.3
H -11.8327 31.5939 19.3281 -0.8 1.3 1.1
H -6.7787 31.1777 17.6226 0.0 0.0 -0.9
H -14.0327 33.3984 19.5162 -2.0 1.4 0.0
H -12.3188 33.4832 21.1290 -1.2 -1.0 1.0
H -8.6596 35.0010 15.9571 0.4 -0.6 0.1
H -9.5051 36.0747 19.8543 -0.5 0.0 -0.1
H -8.4599 35.3465 21.0051 0.5 -0.5 0.1
H -11.5499 38.2994 16.2913 -0.2 0.1 -0.5
H -8.2912 33.8568 14.5958 -0.2 0.3 0.0
H -11.9801 27.1506 18.5844 -0.1 0.5 0.2
H -12.3597 27.5527 16.9002 0.2 -0.2 -0.2
H -9.7099 33.4020 17.6456 -0.3 0.5 0.0
H -10.1452 30.9212 17.1605 -0.2 -2.0 0.7
H -11.3652 30.4893 15.9924 0.4 -0.1 -0.2
```
Positions in Å, forces in eV/Å.

LUMO = -0.0203 Eh
Charge = 0
Max |F| = 0.330 hartree/bohr
Molar mass = 608.8 g/mol
Energy = -63196.322 eV


(2)
Computed, not measured: a cluster of 14 separate species, C54H65F7N4O38S3 in total at a distorted geometry, with ωB97M-V/def2-TZVPD.

```
171
Properties=species:S:1:pos:R:3:forces:R:3
S -0.4502 -10.2701 2.3098 0.1 2.2 -0.6
S 0.8028 -0.0743 2.7893 2.9 -0.2 -0.1
S -0.7595 -7.3048 -3.2550 0.7 1.2 0.2
F 8.5208 3.5392 4.3295 0.0 0.9 0.9
F 2.7078 2.9657 8.6572 0.1 -0.5 0.6
F 6.7576 -2.3884 -5.0102 0.8 0.1 0.3
F 4.4272 11.6966 0.3066 -0.4 -0.3 0.4
F 3.8305 -2.9616 10.6970 -0.2 0.3 -0.4
F -2.1231 3.9519 4.9560 -0.4 0.0 -0.1
F -1.6496 -4.8434 9.8512 -0.5 0.9 -0.5
O 6.6190 -0.2202 9.4799 -2.8 -1.0 0.2
O -0.5575 -3.8369 8.1576 0.7 1.4 0.7
O -4.9308 3.9946 3.1615 -1.1 -2.6 -0.8
O 6.2746 5.0126 8.9670 -4.6 -0.9 -2.3
O 4.6428 9.7281 -0.8154 1.3 -1.0 -0.3
O 2.5172 4.2848 -11.0658 0.1 -0.2 1.3
O -6.5651 3.7822 -6.1071 2.1 1.7 0.0
O -5.2227 6.2008 3.0234 -0.1 -1.9 1.2
O 4.1622 -1.9210 -3.3939 0.4 -1.4 1.2
O -4.0816 0.8295 -9.1252 -0.5 -0.2 0.4
O 8.5636 0.8199 3.6862 -1.1 -1.4 1.1
O -8.0436 0.6707 -0.9017 -1.6 -1.3 -0.2
O -0.7684 -6.0551 -2.3975 0.4 -4.1 -2.7
O 9.0633 2.5536 2.4584 -0.3 0.8 -1.2
O -3.8699 5.3263 4.4980 1.8 -1.3 3.0
O -9.8933 -0.4649 -1.2870 2.1 -0.3 1.2
O 0.5111 -10.4009 3.4125 -2.1 -0.8 -2.0
O -1.8541 -5.0919 6.9937 -1.3 -1.0 -2.0
O 2.0436 0.3254 3.5524 -3.8 -1.0 -1.2
O 0.6245 -8.1847 -2.9728 -1.8 1.9 -0.1
O 4.3929 8.0067 -2.3736 0.1 4.6 0.7
O -5.6357 5.5563 -7.0706 -0.2 -2.3 2.0
O 4.0189 4.7386 9.3274 0.2 -0.7 0.1
O 5.3606 -1.8737 8.5208 0.5 0.9 -0.7
O -2.0053 -10.4636 2.9462 2.4 -0.7 -0.6
O 0.6299 1.1012 1.6387 -1.7 -1.1 1.5
O 0.3676 -5.0947 6.4431 -4.0 2.5 2.0
O 1.2050 5.8200 -11.6610 -0.4 0.3 1.5
O 4.7235 4.6606 7.2168 0.4 -0.4 0.3
O -0.3030 -10.9047 0.9765 -0.5 0.7 3.2
O 10.2900 0.6720 2.2926 -0.2 0.3 -0.1
O -2.2806 1.8818 -8.6986 0.0 -0.2 1.0
O 4.5363 -0.8676 10.2610 -1.0 0.8 0.9
O 5.1099 -3.7092 -4.2011 1.9 -2.3 -1.0
O -0.5221 -0.3959 3.3569 2.9 1.2 -1.1
O 3.7984 10.2465 -2.7821 0.2 -1.9 -0.4
O -1.8423 -8.2714 -3.2069 0.7 1.4 0.0
O 4.2281 -3.8184 -2.1074 1.4 2.0 -3.9
N 1.7397 5.1729 -10.7614 -0.1 0.1 -2.1
N -8.7615 -0.3471 -0.8068 1.1 1.4 -0.3
N -5.7377 4.7131 -6.1412 -0.8 1.4 -0.7
N -3.1648 1.1031 -8.3808 0.5 -0.4 -0.9
C -3.1906 -10.1381 2.1848 -0.3 1.0 1.0
C 4.3479 9.2055 -2.0831 -1.3 -1.9 0.9
C 4.5114 -1.6297 -4.7177 0.0 2.2 0.2
C 3.6139 -1.8775 9.8865 -0.7 0.2 0.3
C -0.4125 -6.8851 -5.0921 -0.8 0.7 0.7
C -4.7788 5.2112 3.5884 -0.9 4.5 -3.8
C 1.7788 1.6925 1.0411 0.7 -0.2 -0.1
C 9.3727 1.2703 2.7564 1.8 -0.3 -0.4
C -3.5944 5.5922 -2.4562 -0.3 -0.5 -1.4
C 5.1296 4.8013 8.5231 3.0 0.8 1.1
C -1.7751 -0.2967 -5.1481 -2.1 -1.2 -0.4
C 0.6026 6.9844 -7.7089 -0.5 0.9 -0.2
C 5.5834 -0.8533 9.4308 2.6 -1.1 -1.1
C 1.3752 2.6306 -0.0770 0.0 -0.3 0.7
C -4.8874 5.0102 -4.9197 0.5 -0.4 2.2
C -8.2443 -3.4649 1.2905 -0.6 0.7 -1.0
C -3.0747 0.3542 -7.0988 -1.0 -0.3 1.3
C -3.4424 6.4740 -3.5599 -1.1 -1.3 0.5
C -4.2154 -0.2855 -6.5539 1.0 0.4 -0.3
C -0.6205 -4.6366 7.0643 4.3 -2.8 -0.3
C 2.0224 5.1442 -7.0802 0.3 0.3 0.1
C -4.1251 3.0593 3.8691 0.3 1.1 1.4
C 1.3490 -1.5051 1.6863 -1.0 0.7 0.6
C -6.7166 -1.4092 0.2636 0.0 0.6 -0.3
C 5.4793 -2.7414 -5.1079 -2.4 0.7 -1.6
C 0.7888 -9.3203 -3.8322 1.8 -0.9 -0.4
C -8.8737 -2.4915 0.4859 1.3 0.0 0.5
C 4.7511 11.1299 -0.8633 -0.8 0.6 -2.0
C -6.1205 -2.4308 1.0303 0.7 1.9 -0.6
C 1.3282 6.3159 -6.7689 0.2 -1.4 0.9
C -1.8853 0.3556 -6.3731 0.7 -0.1 0.4
C 3.9437 -2.1108 8.4644 1.5 -0.3 -1.1
C -2.9478 -0.9567 -4.6325 2.0 0.9 0.6
C 4.5337 -3.2154 -3.1613 -3.3 -0.4 6.1
C -3.4927 4.0168 4.9413 0.7 0.0 -0.5
C 2.1662 4.7410 -8.4082 0.0 0.7 0.8
C 3.7490 11.4125 -1.9907 0.1 1.2 -0.1
C 0.6028 6.5760 -9.0118 1.4 -1.3 -1.1
C 2.9116 4.2992 8.5957 -0.2 1.8 -1.3
C -6.8638 -3.4348 1.5058 -2.0 -1.5 0.8
C -4.2506 4.3533 -2.6427 0.2 1.7 0.8
C 1.4766 5.4898 -9.3201 -0.9 0.9 -1.4
C -4.1601 6.1983 -4.7529 0.3 -0.6 -0.5
C -3.6587 -8.7457 2.7211 0.0 -0.7 -0.3
C -8.0701 -1.4307 -0.0208 -1.8 -2.0 0.6
C -2.7020 -4.2866 7.7418 -0.7 0.7 2.3
C 2.2169 -9.2441 -4.4517 -0.4 -0.2 -0.1
C 7.3862 1.6105 3.6679 0.1 0.3 0.3
C -4.8940 4.0971 -3.8119 -1.0 0.0 -3.0
C 7.9952 2.9407 3.2551 -1.3 -1.2 -0.2
C 3.2702 4.6567 7.1393 0.6 0.4 1.3
C -0.5236 -8.4437 1.9814 0.3 -0.8 -0.3
C -4.1342 -0.9050 -5.2875 -0.8 0.7 -2.0
C -1.7908 -3.8564 8.8900 0.9 -0.8 -1.6
H 2.7891 3.9348 6.4793 0.8 -0.1 -0.2
H 2.5797 -1.5393 9.9510 0.1 0.1 0.8
H 0.4335 -8.1029 1.5867 0.1 -0.5 -0.1
H -3.2889 5.7426 -1.4313 0.6 0.6 -0.2
H 2.5470 4.5807 -6.3227 0.0 0.1 0.2
H 7.1989 3.5274 2.7972 0.8 0.7 -0.4
H -0.9831 0.8286 -6.7320 -0.2 0.2 -0.4
H 0.0972 7.8736 -7.3618 -0.4 0.1 -0.4
H -2.0602 -2.8884 9.3127 0.5 -0.2 0.3
H -2.9495 -1.4464 -3.6700 0.4 -0.1 0.1
H 5.6993 11.5623 -1.1830 0.6 -0.8 0.5
H -4.3514 3.7524 -1.7509 -0.1 -0.5 -0.3
H -0.8098 -0.4099 -4.6771 -0.1 0.2 0.2
H 0.7166 -10.1998 -3.1924 0.0 0.0 0.0
H -3.9554 -10.8357 2.5262 0.2 -0.3 -0.1
H 1.2667 2.0967 -1.0211 -0.2 0.4 0.0
H 2.8667 3.9764 -8.7100 -0.3 -0.1 -0.1
H 2.3644 0.8477 0.6786 0.6 0.4 0.0
H 0.5908 -6.4763 -5.2115 0.1 -0.5 0.3
H 6.6934 1.1575 2.9588 -0.1 0.3 -0.2
H -3.4070 2.5739 3.2081 0.1 0.3 0.1
H 2.7786 11.6752 -1.5696 -0.3 -0.7 0.0
H -5.1122 -2.4261 1.4172 0.4 0.5 -0.7
H 2.4266 -8.3143 -4.9807 -0.3 0.3 0.3
H -4.7132 2.3081 4.3963 -0.3 0.1 -0.4
H 0.0546 -9.4753 -4.6228 -0.3 0.6 0.2
H -6.2049 -0.5482 -0.1406 0.5 -0.1 0.2
H -3.7250 -8.8334 3.8056 0.2 -0.1 0.1
H 5.2466 -3.1229 -6.1020 0.5 -0.1 -0.1
H -4.0991 6.8564 -5.6071 0.0 0.2 0.1
H 3.5040 -1.3805 7.7851 -0.2 0.3 0.3
H -2.8351 7.3647 -3.4942 -0.2 0.1 0.1
H 2.1697 3.3768 -0.0875 -0.1 0.0 -0.6
H 2.0349 4.8520 8.9332 0.0 -0.4 0.3
H -4.6782 -8.5070 2.4183 0.1 0.0 -0.4
H -0.6705 -7.6867 -5.7842 0.4 -0.5 0.6
H -5.0567 -1.3170 -4.9056 0.1 -0.2 0.2
H 2.3172 2.3231 1.7487 0.1 -0.6 0.4
H 1.2282 6.6972 -5.7634 0.4 -0.3 0.2
H 6.8869 1.7233 4.6303 0.4 -0.4 0.1
H 0.0808 7.0698 -9.8181 0.0 0.0 0.0
H -6.4211 -4.2027 2.1229 0.1 -0.1 0.0
H 3.0065 -9.4181 -3.7207 -0.2 0.2 0.1
H 0.6410 -1.4405 0.8601 0.2 -0.1 -0.1
H 3.0003 5.6741 6.8561 -0.3 -0.1 0.1
H -9.9361 -2.5661 0.3062 0.0 0.3 -0.1
H -8.8530 -4.2377 1.7364 0.0 -0.1 -0.1
H -0.6893 -7.8554 2.8840 -0.4 -0.5 0.0
H 3.5580 -1.4734 -5.2225 0.3 -0.7 -0.8
H -5.4687 3.2103 -4.0348 0.0 -0.3 0.5
H 1.2212 -2.4633 2.1898 -0.2 0.3 0.3
H -5.1425 -0.3117 -7.1072 0.0 0.2 -0.1
H 3.7444 -3.0714 7.9896 0.1 -0.2 0.7
H -3.0465 -10.3018 1.1169 0.1 0.4 0.0
H -3.0525 -3.4060 7.2035 0.1 -0.1 -0.2
H 2.3485 -9.9885 -5.2369 -0.2 -0.4 0.1
H -3.5441 -4.7729 8.2343 0.0 -0.7 -0.8
H 2.3911 -1.4443 1.3724 -0.2 0.5 0.1
H -1.2662 -8.3069 1.1953 0.0 0.1 0.2
H 4.9646 -0.6399 -4.6630 0.4 -0.1 -0.4
H 0.4738 3.1310 0.2768 -0.2 0.1 -0.5
H -1.0733 -6.0960 -5.4509 -0.3 0.2 0.7
H -3.8237 3.8784 5.9705 -0.1 -0.1 -0.1
H 3.9909 12.2145 -2.6881 0.4 0.2 0.4
H -2.9822 -7.9201 2.4997 -0.2 -0.2 -0.2
```
Positions in Å, forces in eV/Å.

LUMO = -0.0371 Eh
Charge = 0
Max |F| = 0.136 hartree/bohr
Molar mass = 1607.3 g/mol
Energy = -192326.631 eV


Q: Which of these has the highest energy?
A: C29H56N2O9S


Q: Which of these has the lowest energy?
A: C54H65F7N4O38S3


Q: Number 1 is which compound?
A: C29H56N2O9S